# 1
A structure of composition C12H30ClCrI2N3P3. Source: the OMol25 dataset; level of theory: ωB97M-V/def2-TZVPD.

Values from the calculation:
orbital gap (alpha / beta)	0.1418 / 0.2159	Ha
⟨S²⟩	4.228
total charge	+2
2S+1	4

Structure (XYZ):
```
52
Properties=species:S:1:pos:R:3:forces:R:3
H 3.6080 -1.6512 -0.0227 0.221 0.166 0.150
C 1.2778 1.7466 1.2666 -0.009 0.625 0.346
H 1.0737 2.6384 0.6509 -0.144 -0.368 0.222
H -3.8300 -2.5370 0.4609 -0.309 0.252 0.345
H 0.6943 1.7896 2.2013 0.024 0.003 -0.454
P -1.0828 0.8156 -2.5522 0.215 1.009 -0.330
C 3.5489 1.7009 0.4045 0.283 -0.406 -0.275
H -0.3104 -0.9426 -3.9073 0.350 0.240 -0.209
H 1.0967 0.0480 -3.3492 -0.425 0.001 -0.308
H 0.3388 2.7320 -1.9569 -0.542 0.055 -0.300
C 1.5388 -1.0663 1.4377 0.210 -0.081 0.408
N 3.4552 0.4334 -0.3777 -0.984 -0.014 1.085
H -0.1924 -2.8842 2.0383 -0.494 -0.252 -0.009
H -2.5743 0.5431 2.7931 0.354 -0.405 0.292
H -0.9324 -0.1044 3.2422 -0.611 -0.060 0.035
H 1.5565 -2.0702 0.9797 -0.374 0.364 0.210
C -0.6554 2.5896 -2.4223 -0.074 -0.249 -0.096
H -2.4375 -0.9804 3.7817 0.284 0.462 -0.148
C -3.7813 -1.8171 1.2916 -0.008 0.059 -0.150
Cr -1.2911 -0.2326 -0.4560 -3.329 1.023 -0.316
H -1.4840 -3.6169 0.9959 0.229 -0.099 0.390
H 4.8081 -0.5974 0.8470 -0.249 -0.248 -0.197
P -2.0266 -1.3806 1.4639 -0.380 0.032 1.383
H 2.4140 0.5919 3.3504 0.246 -0.083 -0.176
I -5.2576 -0.8164 -1.5900 -0.062 -0.212 -0.295
H -1.8018 -3.3345 2.7505 0.340 -0.169 -0.232
C -1.9771 -0.3660 2.9874 0.008 -0.197 -0.212
C 3.7646 -0.7157 0.5268 -0.167 0.736 0.400
H 2.1796 -0.6756 -1.5699 -0.339 0.439 0.042
H -4.1736 -2.3038 2.1949 0.208 0.200 -0.124
H -3.4719 1.2261 -2.7793 0.427 -0.063 -0.372
C 3.0481 0.5790 2.4538 0.241 -0.453 -0.087
I -2.0156 -2.2870 -1.7990 0.057 -0.261 -0.023
C -2.6748 0.8123 -3.4189 -0.081 -0.119 -0.114
H 1.8869 1.1379 -1.6102 0.361 -0.512 -0.034
H 4.1090 0.6713 2.7250 -0.392 0.141 0.134
H -2.9219 -0.2318 -3.6644 -0.037 0.485 -0.066
P 0.7318 0.1822 0.2760 3.763 0.071 0.964
H 3.2909 2.5553 -0.2367 0.181 -0.260 0.114
N 2.6919 1.7231 1.5995 -0.535 -1.166 -0.760
H 0.9196 -1.0288 2.3527 0.404 -0.377 -0.270
Cl -2.5364 1.5434 0.1888 0.787 -1.008 -0.250
H -4.3621 -0.9083 1.0587 0.212 -0.530 0.203
C 2.1308 0.2589 -0.9856 0.344 0.227 -0.171
N 2.9300 -0.7394 1.7702 -0.482 1.006 -0.977
C -1.2722 -2.9709 1.8584 -0.048 0.021 0.030
H -0.0124 0.6826 -4.6350 0.263 -0.346 0.032
H -1.4441 3.0658 -1.8138 0.493 -0.045 -0.346
H 4.5962 1.7614 0.7320 -0.339 0.265 -0.090
H -2.5676 1.3851 -4.3511 -0.112 -0.082 0.254
C 0.0650 0.0728 -3.7250 -0.109 0.045 -0.154
H -0.6678 2.9726 -3.4573 0.128 0.141 0.509
```
Positions in Å, forces in eV/Å.

# 2
A cluster of 2 separate species, C2H4N2O2 in total. Source: the OMol25 dataset; level of theory: ωB97M-V/def2-TZVPD.

Values from the calculation:
orbital gap (alpha / beta)	0.3288 / 0.2913	Ha
total charge	0
energy relative to the best compared isomer or geometry (same formula, charge and spin)	139.6	kcal per mole
2S+1	1

Structure (XYZ):
```
10
Properties=species:S:1:pos:R:3:forces:R:3
N 0.0942 0.4404 -0.1848 -4.210 -0.356 -1.774
O -0.8104 1.4835 0.1455 1.916 -2.102 0.479
H 1.4097 1.5439 0.6434 0.562 0.032 0.662
H 1.2254 -0.0656 1.5716 -0.468 0.820 -0.675
H -1.5125 1.2485 -0.4568 -0.684 0.270 -0.439
H 1.9871 -0.0041 -0.0125 0.219 -0.084 -0.034
O -1.6980 -1.9592 -1.7806 -0.890 -0.777 -3.111
N -0.7730 -1.4530 0.3060 1.656 1.528 1.266
C 1.2153 0.4716 0.5852 2.145 0.118 1.792
C -1.1377 -1.7060 -0.8171 -0.246 0.550 1.835
```
Positions in Å, forces in eV/Å.

# 3
A cluster of 2 separate species, CBrFNO2 in total. Source: the OMol25 dataset; level of theory: ωB97M-V/def2-TZVPD.

Values from the calculation:
orbital gap	0.2293	Ha
total charge	-1
energy relative to the best compared isomer or geometry (same formula, charge and spin)	15.0	kcal per mole
2S+1	1

Structure (XYZ):
```
6
Properties=species:S:1:pos:R:3:forces:R:3
N 0.8714 -0.5678 -0.8788 0.865 -0.746 1.463
F 0.0867 -1.8350 -0.7772 -0.076 0.036 -0.068
O -0.1516 -0.2728 1.9343 -0.024 0.819 -0.319
C -0.2586 0.6285 1.1899 0.117 -1.250 0.146
Br -0.0690 0.4649 -2.0365 -0.855 0.688 -1.828
O -0.4789 1.5823 0.5682 -0.028 0.454 0.606
```
Positions in Å, forces in eV/Å.

# 4
The molecule C5H8O2Si. Source: the OMol25 dataset; level of theory: ωB97M-V/def2-TZVPD.

Values from the calculation:
orbital gap	0.3188	Ha
total charge	0
energy relative to the best compared isomer or geometry (same formula, charge and spin)	37.7	kcal per mole
2S+1	1

Structure (XYZ):
```
16
Properties=species:S:1:pos:R:3:forces:R:3
H 0.3342 -1.4040 1.4467 0.736 -0.146 0.140
C -0.4605 -0.7222 1.6560 -2.844 -1.044 1.619
C -1.9843 0.2171 -0.2425 3.466 1.887 -1.501
C -0.8015 -0.0070 0.4057 -0.427 -0.152 0.136
H 2.5100 1.2538 0.3986 1.232 0.997 1.472
H -1.4678 -0.0062 -2.3462 0.634 -0.536 -0.601
H 3.3336 -0.3156 -1.2324 0.460 0.045 0.106
H -1.3861 -1.4243 1.8942 1.614 1.607 -0.207
O 1.1673 0.7447 -1.0541 -0.191 -0.774 -0.065
C 0.0145 0.5263 -0.7288 -2.063 -0.964 -0.823
H -0.2384 -0.1129 2.5808 -0.149 -0.475 -1.221
Si 2.5936 -0.1155 0.0228 -0.761 -0.762 -0.943
O 2.0782 -1.3483 0.7927 0.736 0.480 -0.220
H -1.4431 1.6964 -2.0054 0.071 0.040 0.389
C -1.2395 0.7081 -1.5801 -1.683 0.362 1.296
H -3.0102 0.3098 -0.0080 -0.830 -0.564 0.424
```
Positions in Å, forces in eV/Å.

# 5
A structure of composition C19H12ClN5RhS3. Source: the OMol25 dataset; level of theory: ωB97M-V/def2-TZVPD.

Values from the calculation:
orbital gap (alpha / beta)	0.2140 / 0.2139	Ha
total charge	-1
energy relative to the best compared isomer or geometry (same formula, charge and spin)	0.0	kcal per mole
2S+1	1

Structure (XYZ):
```
41
Properties=species:S:1:pos:R:3:forces:R:3
N 1.2928 0.8369 -2.1499 0.020 -0.041 -0.044
H -4.4103 -3.9857 -1.4307 0.000 0.000 0.000
C 1.1958 -0.5423 -4.1068 0.026 0.021 -0.030
C 1.3297 2.4510 2.5029 0.027 0.024 0.006
S 2.8184 0.3987 0.4082 -0.074 -0.011 -0.059
C 2.3642 1.4435 -2.7065 0.005 0.000 -0.011
H 3.7341 1.6580 -4.3112 -0.002 0.003 0.001
N -0.5320 -0.0806 -0.1634 0.064 -0.039 0.034
H -2.4482 -2.9196 -2.5622 -0.004 0.000 -0.001
C 0.7215 -0.1765 -2.8335 -0.095 -0.075 0.073
C 2.2656 0.1022 -4.6664 -0.013 -0.008 -0.003
C 2.7009 -0.9850 1.4798 -0.008 -0.039 0.132
C -1.4276 -0.2790 0.8563 -0.111 -0.013 0.000
H -3.7406 -1.5796 2.0732 -0.002 -0.001 -0.001
Cl 1.8486 3.5082 -0.4073 -0.032 0.053 0.025
C -3.4805 -1.8773 1.0663 -0.022 -0.030 -0.016
C -0.5750 1.1418 2.5240 -0.080 -0.092 -0.054
C 2.8718 1.1232 -3.9402 0.013 0.005 0.015
H 2.8126 2.2202 -2.1089 -0.006 0.023 0.013
C 1.2541 2.6951 3.8525 0.010 -0.010 -0.004
H 2.6341 -0.1856 -5.6431 0.005 -0.002 0.003
C 0.1955 2.1507 4.5705 -0.013 -0.009 -0.017
C -2.0461 -1.6776 -0.8613 0.067 0.044 -0.032
C -2.4049 -1.3055 0.4194 0.057 0.047 0.039
H 0.6835 -1.3556 -4.5984 0.001 0.001 -0.002
N 0.4256 1.7139 1.8264 0.009 -0.054 -0.032
C -3.8349 -3.2229 -0.9210 0.016 0.001 -0.018
H 0.0990 2.3165 5.6361 0.005 -0.004 0.002
H 2.1380 2.8465 1.9105 -0.007 0.008 -0.008
S 4.3247 -1.4016 1.6681 0.004 -0.012 -0.024
C -0.8631 -0.8589 -1.2271 -0.121 -0.061 0.057
Rh 0.8198 1.3612 -0.1780 0.071 0.078 -0.001
N -1.5234 0.2831 2.0020 0.081 0.071 0.009
C -0.7158 1.3773 3.8995 -0.010 0.047 0.009
S 1.3318 -1.6355 2.1516 0.046 -0.001 -0.056
N -0.3467 -0.9318 -2.4028 0.098 0.078 -0.045
H 2.0218 3.2911 4.3244 0.000 -0.002 -0.001
H -1.5463 0.8946 4.3920 0.004 0.003 0.007
C -2.7464 -2.6381 -1.5612 -0.033 -0.018 0.016
C -4.1964 -2.8481 0.3723 0.006 0.016 0.017
H -5.0458 -3.3270 0.8435 0.000 0.000 0.000
```
Positions in Å, forces in eV/Å.

# 6
A cluster of 2 separate species, C3H10OS in total. Source: the OMol25 dataset; level of theory: ωB97M-V/def2-TZVPD.

Values from the calculation:
orbital gap	0.3610	Ha
SMILES	CCS.CO
total charge	0
energy relative to the best compared isomer or geometry (same formula, charge and spin)	20.7	kcal per mole
2S+1	1

Structure (XYZ):
```
15
Properties=species:S:1:pos:R:3:forces:R:3
H -0.1816 -1.0782 2.7423 -0.011 0.024 -0.295
H 1.3123 -2.3420 1.1794 0.148 0.400 0.426
C -0.8726 1.0878 -1.8349 0.273 0.091 1.212
S 1.5569 -0.6992 -0.5739 0.331 -0.322 0.554
C 0.1650 -0.5648 1.8295 -0.717 0.388 1.376
H -0.8161 0.2930 -1.0871 0.112 -0.140 -0.348
H -1.6720 0.8042 -2.5166 -0.025 0.513 -0.280
O -1.0616 2.2861 -1.0707 -0.252 0.034 -0.239
H -0.1380 -2.1147 0.3423 -0.003 0.510 0.010
H 2.6126 -0.1969 0.1220 -0.456 -0.326 -0.090
C 0.6635 -1.5373 0.8281 0.820 -0.695 -1.495
H 0.9049 0.1604 2.1824 0.089 -0.174 -0.310
H 0.1085 1.2043 -2.2933 -0.247 -0.402 -0.394
H -1.8944 2.6960 -1.2920 -0.244 0.087 -0.103
H -0.6874 0.0014 1.4424 0.182 0.011 -0.023
```
Positions in Å, forces in eV/Å.

- Which of these has the highest 2S+1?
  C12H30ClCrI2N3P3

- What is the formula in the fourth record?
  C5H8O2Si

Please write out number 3 again, unchanged.
A cluster of 2 separate species, CBrFNO2 in total. Source: the OMol25 dataset; level of theory: ωB97M-V/def2-TZVPD.

Values from the calculation:
orbital gap	0.2293	Ha
total charge	-1
energy relative to the best compared isomer or geometry (same formula, charge and spin)	15.0	kcal per mole
2S+1	1

Structure (XYZ):
```
6
Properties=species:S:1:pos:R:3:forces:R:3
N 0.8714 -0.5678 -0.8788 0.865 -0.746 1.463
F 0.0867 -1.8350 -0.7772 -0.076 0.036 -0.068
O -0.1516 -0.2728 1.9343 -0.024 0.819 -0.319
C -0.2586 0.6285 1.1899 0.117 -1.250 0.146
Br -0.0690 0.4649 -2.0365 -0.855 0.688 -1.828
O -0.4789 1.5823 0.5682 -0.028 0.454 0.606
```
Positions in Å, forces in eV/Å.